Record 1
Below is C28H32ClN3OPdSi2 as an isolated structure in a non-equilibrium geometry, with properties calculated with ωB97M-V/def2-TZVPD.

Computed properties:
LUMO energy (spin up / spin down) ... -0.03430 / -0.03434 hartree
Orbital gap (spin up / spin down) ... 6.18 / 6.18 eV
Charge ... 0
Energy above the lowest of the compared OMol25 structures with the same formula, charge and spin ... 90.81 kJ/mol

Last column: natural (NBO) charge in e.
Cartesian coordinates (Å):
1 Pd -0.48 -0.01 0.55  0.875
2 Cl 1.51 -6.63 3.20  -0.016
3 C 1.33 -4.95 2.79  -0.119
4 C 2.34 -4.05 3.09  -0.168
5 C 2.20 -2.73 2.74  -0.306
6 C 1.02 -2.23 2.12  0.513
7 O 0.95 -0.98 1.83  -0.766
8 C -0.02 -3.18 1.86  -0.278
9 C -1.28 -2.84 1.27  0.210
10 N -1.78 -1.64 1.15  -0.537
11 C -3.07 -1.46 0.70  0.228
12 C -4.09 -2.41 0.85  -0.256
13 C -5.34 -2.21 0.30  -0.191
14 C -5.63 -1.06 -0.40  -0.198
15 C -4.68 -0.02 -0.46  -0.086
16 C -4.99 1.24 -1.02  -0.108
17 C -4.07 2.26 -0.91  -0.259
18 C -2.85 2.01 -0.28  0.087
19 N -2.48 0.81 0.17  -0.466
20 C -3.39 -0.20 0.12  0.125
21 C 0.18 -4.53 2.18  -0.148
22 H 3.24 -4.38 3.60  0.226
23 H 2.98 -2.02 2.97  0.223
24 H -1.85 -3.69 0.91  0.173
25 H -3.89 -3.31 1.41  0.220
26 H -6.10 -2.97 0.41  0.221
27 H -6.59 -0.92 -0.87  0.215
28 H -5.93 1.39 -1.52  0.219
29 H -4.28 3.25 -1.28  0.227
30 H -2.15 2.81 -0.13  0.217
31 H -0.61 -5.24 1.97  0.215
32 C 1.63 1.77 2.51  -1.100
33 Si 2.51 1.33 0.87  1.708
34 C 3.68 -0.19 0.84  -1.107
35 C 3.70 2.78 0.47  -1.118
36 C 1.10 1.14 -0.39  -1.108
37 C 1.29 0.05 -1.34  0.220
38 C 2.40 -0.14 -2.17  -0.273
39 C 2.43 -1.23 -3.02  -0.150
40 C 1.36 -2.13 -3.01  -0.283
41 C 0.30 -1.88 -2.16  0.064
42 N 0.26 -0.81 -1.38  -0.535
43 Si 0.47 2.68 -1.28  1.689
44 C 1.77 3.60 -2.34  -1.112
45 C -0.84 2.14 -2.57  -1.118
46 C -0.02 3.93 0.09  -1.126
47 H 2.13 1.33 3.36  0.237
48 H 0.60 1.38 2.49  0.242
49 H 1.58 2.84 2.66  0.223
50 H 4.48 -0.06 0.12  0.225
51 H 3.15 -1.10 0.59  0.241
52 H 4.15 -0.33 1.81  0.234
53 H 4.58 2.71 1.10  0.235
54 H 3.25 3.74 0.66  0.223
55 H 4.04 2.76 -0.56  0.226
56 H 3.21 0.57 -2.13  0.222
57 H 3.26 -1.39 -3.68  0.217
58 H 1.37 -3.00 -3.65  0.219
59 H -0.56 -2.54 -2.13  0.191
60 H 2.44 2.91 -2.85  0.230
61 H 2.38 4.26 -1.73  0.232
62 H 1.29 4.20 -3.10  0.233
63 H -0.40 2.11 -3.56  0.240
64 H -1.70 2.80 -2.62  0.228
65 H -1.21 1.14 -2.35  0.242
66 H 0.87 4.47 0.41  0.244
67 H -0.43 3.44 0.97  0.240
68 H -0.73 4.67 -0.27  0.231


Record 2
Below is C28H32F2N3Os as an isolated structure in a non-equilibrium geometry, with properties calculated with ωB97M-V/def2-TZVPD.

Computed properties:
LUMO energy ... -0.44929 hartree
Orbital gap ... 5.65 eV
Charge ... +3

Last column: Mulliken charge in e.
Cartesian coordinates (Å):
1 Os 0.12 -0.03 0.29  -0.042
2 C -2.83 -0.11 2.34  -1.983
3 C -1.34 0.00 2.22  0.512
4 C -0.71 1.26 2.07  0.773
5 C -1.53 2.52 2.08  -2.359
6 C 0.71 1.37 1.99  1.355
7 C 1.37 2.72 1.87  -1.687
8 C 1.50 0.20 2.16  0.717
9 C 3.00 0.30 2.25  -2.257
10 C 0.87 -1.08 2.35  0.435
11 C 1.75 -2.26 2.67  -1.913
12 C -0.54 -1.18 2.31  1.507
13 C -1.23 -2.50 2.52  -2.445
14 H -3.33 -0.16 1.37  0.360
15 H -3.24 0.75 2.88  0.407
16 H -3.12 -1.00 2.89  0.501
17 H -1.50 2.91 3.11  0.370
18 H -2.58 2.36 1.84  0.685
19 H -1.13 3.29 1.44  0.598
20 H 1.60 2.99 0.84  0.316
21 H 2.31 2.74 2.43  0.455
22 H 0.75 3.51 2.29  0.486
23 H 3.27 0.47 3.29  0.379
24 H 3.39 1.13 1.66  0.579
25 H 3.50 -0.61 1.94  0.698
26 H 1.22 -3.03 3.21  0.365
27 H 2.58 -1.94 3.31  0.494
28 H 2.19 -2.71 1.78  0.367
29 H -1.63 -2.53 3.54  0.510
30 H -0.56 -3.35 2.43  0.479
31 H -2.06 -2.64 1.84  0.527
32 F 4.91 -1.00 -1.69  -0.278
33 C 3.84 -0.23 -1.72  -0.231
34 C 2.86 -0.40 -0.74  -0.766
35 C 1.70 0.37 -0.81  0.655
36 C 1.56 1.35 -1.82  0.392
37 C 2.59 1.52 -2.73  0.805
38 F 2.49 2.42 -3.69  -0.286
39 C 3.74 0.74 -2.70  -0.783
40 C 0.26 2.03 -1.85  0.219
41 C -0.14 3.05 -2.70  -1.043
42 C -1.44 3.53 -2.63  -0.780
43 C -2.32 2.97 -1.71  -1.086
44 C -1.87 1.97 -0.89  -0.573
45 N -0.60 1.51 -0.93  0.694
46 H 3.01 -1.16 0.01  0.755
47 H 4.53 0.87 -3.42  0.568
48 H 0.56 3.46 -3.41  0.688
49 H -1.76 4.33 -3.29  0.496
50 H -3.35 3.30 -1.64  0.572
51 H -2.54 1.48 -0.19  0.720
52 C -3.05 -1.87 -3.82  -1.367
53 C -2.09 -1.97 -2.70  0.887
54 C -1.38 -3.07 -2.19  -1.233
55 C -0.64 -2.62 -1.13  0.668
56 N -0.85 -1.26 -0.96  0.363
57 N -1.73 -0.92 -1.96  0.169
58 C 0.37 -3.39 -0.37  -0.662
59 H -3.26 -2.86 -4.21  0.389
60 H -2.63 -1.27 -4.63  0.347
61 H -3.98 -1.42 -3.49  0.376
62 H -1.40 -4.07 -2.58  0.545
63 H -2.09 0.02 -2.04  0.094
64 H 0.34 -4.43 -0.69  0.519
65 H 0.18 -3.37 0.70  -0.117
66 H 1.38 -3.02 -0.56  0.098


Record 3
Below is C28H32LiNO3P3 as an isolated structure, with properties calculated with ωB97M-V/def2-TZVPD.

Computed properties:
LUMO energy ... -0.07437 hartree
Orbital gap ... 8.67 eV
Charge ... +1

Last column: natural (NBO) charge in e.
Cartesian coordinates (Å):
1 Li -0.49 1.46 1.03  0.842
2 C 0.98 -2.76 0.94  -0.422
3 N 0.32 -1.70 0.16  -1.064
4 P -1.44 -1.67 0.17  0.996
5 C -1.82 -0.86 -1.44  -0.277
6 C -2.26 0.46 -1.38  -0.225
7 C -2.57 1.18 -2.53  -0.215
8 C -2.46 0.56 -3.77  -0.190
9 C -2.06 -0.77 -3.84  -0.203
10 C -1.75 -1.47 -2.69  -0.214
11 C -1.80 -3.42 -0.16  -0.410
12 C -1.04 -4.22 -1.01  -0.219
13 C -1.38 -5.55 -1.22  -0.197
14 C -2.50 -6.08 -0.59  -0.185
15 C -3.26 -5.29 0.26  -0.226
16 C -2.91 -3.97 0.48  -0.121
17 P 1.05 -0.20 -0.04  0.993
18 C 2.56 -0.51 -1.00  -0.413
19 C 2.45 -0.39 -2.38  -0.177
20 C 3.53 -0.69 -3.20  -0.207
21 C 4.73 -1.10 -2.63  -0.180
22 C 4.85 -1.22 -1.25  -0.225
23 C 3.77 -0.92 -0.43  -0.132
24 C 1.62 0.31 1.62  -0.429
25 C 2.65 1.25 1.78  -0.211
26 C 2.92 1.79 3.03  -0.188
27 C 2.15 1.43 4.13  -0.201
28 C 1.11 0.53 3.98  -0.200
29 C 0.85 -0.03 2.73  -0.224
30 H 1.12 -3.66 0.35  0.215
31 H 0.39 -3.02 1.83  0.202
32 H 1.95 -2.41 1.28  0.209
33 H -2.42 0.94 -0.42  0.189
34 H -2.92 2.20 -2.46  0.217
35 H -2.71 1.10 -4.67  0.225
36 H -2.00 -1.26 -4.80  0.225
37 H -1.45 -2.51 -2.77  0.227
38 H -0.16 -3.81 -1.50  0.220
39 H -0.78 -6.16 -1.87  0.222
40 H -2.77 -7.11 -0.75  0.225
41 H -4.13 -5.71 0.76  0.224
42 H -3.50 -3.35 1.15  0.211
43 H 1.51 -0.08 -2.83  0.221
44 H 3.44 -0.60 -4.27  0.225
45 H 5.58 -1.33 -3.26  0.226
46 H 5.78 -1.54 -0.81  0.225
47 H 3.86 -1.01 0.64  0.208
48 H 3.25 1.54 0.93  0.229
49 H 3.73 2.50 3.14  0.228
50 H 2.36 1.86 5.10  0.228
51 H 0.51 0.24 4.83  0.225
52 H 0.04 -0.75 2.63  0.223
53 C -0.99 6.45 1.46  -0.257
54 O -0.79 5.04 1.69  -0.818
55 P -1.57 3.96 0.79  1.636
56 O -0.35 3.12 0.06  -0.889
57 C 0.21 3.61 -1.17  -0.256
58 O -1.66 2.72 1.88  -0.889
59 C -2.64 2.82 2.94  -0.255
60 H -1.93 6.62 0.92  0.190
61 H -0.15 6.84 0.88  0.194
62 H -1.03 6.93 2.43  0.207
63 H 1.16 4.09 -0.96  0.200
64 H -0.47 4.32 -1.65  0.192
65 H 0.36 2.75 -1.83  0.213
66 H -2.14 3.15 3.85  0.205
67 H -3.08 1.83 3.08  0.207
68 H -3.42 3.52 2.67  0.195


Record 4
Below is a 2-piece molecular cluster, C28H32N3O overall in a non-equilibrium geometry, with properties calculated with ωB97M-V/def2-TZVPD.

Computed properties:
LUMO energy ... -0.16814 hartree
Orbital gap ... 6.31 eV
Charge ... +1
Energy above the lowest of the compared OMol25 structures with the same formula, charge and spin ... 174.00 kJ/mol

Last column: natural (NBO) charge in e.
Cartesian coordinates (Å):
1 C -2.41 -1.98 0.09  -0.418
2 N -1.80 -3.21 -0.35  -0.427
3 C -2.66 -4.37 -0.27  -0.199
4 C -2.07 -5.49 -1.09  -0.424
5 C -0.65 -5.71 -0.64  -0.202
6 N 0.12 -4.49 -0.69  -0.431
7 C 1.54 -4.74 -0.54  -0.195
8 C 2.27 -3.46 -0.29  -0.430
9 C 1.64 -2.30 -1.03  -0.220
10 N 0.27 -2.12 -0.67  -0.617
11 C -0.44 -3.25 -0.57  0.651
12 H -1.60 -1.24 0.19  0.244
13 H -3.15 -1.62 -0.63  0.194
14 H -2.90 -2.10 1.07  0.207
15 H -2.75 -4.66 0.79  0.189
16 H -3.65 -4.07 -0.62  0.215
17 H -2.66 -6.39 -0.91  0.236
18 H -2.12 -5.25 -2.15  0.217
19 H -0.64 -6.11 0.40  0.191
20 H -0.17 -6.46 -1.29  0.217
21 H 1.67 -5.43 0.31  0.205
22 H 1.88 -5.24 -1.46  0.197
23 H 2.24 -3.23 0.77  0.211
24 H 3.31 -3.58 -0.58  0.228
25 H 2.16 -1.38 -0.78  0.193
26 H 1.79 -2.44 -2.13  0.174
27 C 3.37 2.73 -5.16  -0.649
28 C 2.60 2.06 -4.06  0.092
29 C 2.00 0.82 -4.29  -0.224
30 C 1.30 0.18 -3.29  -0.126
31 C 1.11 0.79 -2.01  -0.116
32 C 0.21 0.15 -1.09  0.168
33 C -0.09 0.77 0.18  -0.194
34 C 0.93 1.29 1.02  -0.153
35 C 0.61 1.91 2.22  -0.218
36 C -0.73 1.97 2.64  0.358
37 O -1.08 2.39 3.93  -0.505
38 C -1.20 3.74 4.25  0.292
39 C -2.34 4.12 4.97  -0.255
40 C -2.62 5.48 5.13  -0.183
41 C -1.71 6.44 4.68  -0.225
42 C -0.54 6.04 4.03  -0.186
43 C -0.26 4.68 3.82  -0.286
44 C -1.76 1.47 1.83  -0.258
45 C -1.44 0.92 0.60  -0.123
46 C 1.74 2.06 -1.79  -0.126
47 C 2.46 2.67 -2.80  -0.235
48 H 4.14 3.40 -4.76  0.233
49 H 3.82 1.97 -5.81  0.233
50 H 2.74 3.35 -5.80  0.247
51 H 2.07 0.36 -5.28  0.232
52 H 0.80 -0.78 -3.47  0.227
53 H -0.55 -0.46 -1.56  0.250
54 H 1.97 1.27 0.67  0.228
55 H 1.39 2.36 2.84  0.235
56 H -3.00 3.35 5.36  0.232
57 H -3.54 5.78 5.62  0.225
58 H -1.91 7.50 4.86  0.226
59 H 0.18 6.79 3.68  0.222
60 H 0.65 4.36 3.33  0.216
61 H -2.79 1.53 2.16  0.248
62 H -2.23 0.66 -0.10  0.227
63 H 1.58 2.59 -0.85  0.231
64 H 2.90 3.66 -2.63  0.234